Entry i
C30H83N7O8 | wB97M-V/def2-TZVPD

Computed properties:
LUMO = 0.43 eV
Kohn-Sham gap = 9.40 eV
SMILES = COC[C@H](C)N.COC[C@H](C)N.COC[C@H](C)N.COC[C@H](C)N.COC[C@H](C)N.COC[C@H](C)N.COC[C@H](C)N.CCO
E_HOMO = -8.977 eV
total charge = 0

Positions of all 128 atoms, in Å:
C1 -12.25 4.38 20.66
O1 -11.39 5.40 21.11
C2 -10.41 5.02 22.07
C3 -10.29 6.07 23.16
C4 -9.71 7.38 22.62
N1 -9.44 5.59 24.27
H1 -13.02 4.18 21.40
H2 -11.70 3.46 20.46
H3 -12.71 4.71 19.72
H4 -10.57 4.02 22.50
H5 -9.48 4.97 21.47
H6 -11.25 6.33 23.62
H7 -10.48 7.75 21.94
H8 -8.79 7.17 22.08
H9 -9.50 8.15 23.37
H10 -8.47 5.57 23.93
H11 -9.60 4.60 24.45
C5 -12.38 -4.77 28.96
O2 -12.66 -3.43 29.28
C6 -14.04 -3.20 29.54
C7 -14.86 -3.11 28.26
C8 -14.60 -1.84 27.44
N2 -16.31 -3.22 28.45
H12 -12.84 -5.02 28.00
H13 -12.74 -5.42 29.77
H14 -11.31 -4.96 28.86
H15 -14.42 -4.04 30.14
H16 -14.13 -2.28 30.12
H17 -14.56 -3.97 27.65
H18 -14.70 -0.96 28.07
H19 -15.31 -1.82 26.62
H20 -13.58 -1.86 27.04
H21 -16.56 -4.02 29.03
H22 -16.58 -2.45 29.08
C9 -21.56 4.16 30.08
O3 -20.37 4.41 30.77
C10 -19.35 4.83 29.88
C11 -17.99 4.99 30.59
C12 -16.89 5.11 29.55
N3 -17.85 3.78 31.38
H23 -22.36 3.88 30.78
H24 -21.46 3.35 29.36
H25 -21.91 5.09 29.62
H26 -19.24 4.12 29.06
H27 -19.69 5.79 29.45
H28 -18.05 5.88 31.23
H29 -15.94 5.33 30.06
H30 -17.12 5.94 28.89
H31 -16.62 4.22 28.99
H32 -17.12 3.83 32.10
H33 -18.69 3.65 31.94
C13 -13.33 4.22 26.85
O4 -13.30 3.23 25.87
C14 -12.03 3.08 25.29
C15 -12.14 1.97 24.27
C16 -12.63 0.63 24.84
N4 -10.82 1.76 23.60
H34 -12.72 3.96 27.73
H35 -14.36 4.39 27.16
H36 -12.94 5.21 26.55
H37 -11.71 3.99 24.76
H38 -11.23 2.88 26.02
H39 -12.85 2.26 23.49
H40 -13.07 0.79 25.84
H41 -11.84 -0.10 24.99
H42 -13.48 0.24 24.28
H43 -10.26 1.43 24.39
H44 -10.88 0.98 22.95
C17 -9.47 5.23 28.10
O5 -9.80 5.75 29.37
C18 -9.39 4.91 30.42
C19 -10.21 3.60 30.50
C20 -11.69 3.95 30.70
N5 -9.74 2.75 31.58
H45 -10.23 4.54 27.73
H46 -8.46 4.81 28.03
H47 -9.56 6.03 27.36
H48 -8.35 4.60 30.28
H49 -9.51 5.45 31.36
H50 -10.02 3.09 29.55
H51 -12.27 3.04 30.86
H52 -12.04 4.41 29.77
H53 -11.81 4.66 31.51
H54 -10.28 1.90 31.70
H55 -8.80 2.40 31.42
C21 -9.87 -3.08 21.68
O6 -9.59 -3.61 22.95
C22 -8.73 -2.79 23.72
C23 -8.72 -3.34 25.13
C24 -10.05 -3.31 25.85
N6 -7.78 -2.53 25.93
H56 -10.70 -2.38 21.63
H57 -10.07 -3.89 20.98
H58 -8.98 -2.57 21.27
H59 -7.73 -2.76 23.28
H60 -9.15 -1.77 23.71
H61 -8.33 -4.36 25.09
H62 -10.86 -3.90 25.40
H63 -10.48 -2.31 25.94
H64 -9.93 -3.69 26.87
H65 -7.66 -2.92 26.86
H66 -6.83 -2.59 25.57
C25 -10.86 1.21 19.06
O7 -12.23 0.91 19.16
C26 -12.45 -0.32 19.78
C27 -13.93 -0.48 20.11
C28 -14.36 0.40 21.26
N7 -14.31 -1.87 20.37
H67 -10.43 1.27 20.07
H68 -10.64 2.16 18.58
H69 -10.30 0.39 18.60
H70 -12.13 -1.14 19.13
H71 -11.87 -0.45 20.72
H72 -14.46 -0.18 19.20
H73 -15.42 0.35 21.47
H74 -14.04 1.43 21.10
H75 -13.91 -0.01 22.18
H76 -13.80 -2.22 21.18
H77 -14.01 -2.47 19.60
C29 -8.16 2.37 26.08
C30 -7.74 0.93 25.84
O8 -8.86 0.08 25.94
H78 -7.25 2.98 26.11
H79 -8.71 2.49 27.01
H80 -8.77 2.80 25.29
H81 -6.95 0.69 26.56
H82 -7.31 0.88 24.83
H83 -8.50 -0.84 26.07


Entry ii
C30H83N7O8 | wB97M-V/def2-TZVPD

Computed properties:
LUMO = 0.68 eV
Kohn-Sham gap = 9.37 eV
SMILES = COC[C@H](C)N.COC[C@H](C)N.COC[C@H](C)N.COC[C@H](C)N.COC[C@H](C)N.COC[C@H](C)N.COC[C@H](C)N.CCO
E_HOMO = -8.696 eV
total charge = 0

Positions of all 128 atoms, in Å:
C1 4.77 0.63 0.50
O1 5.19 0.20 1.79
C2 5.45 1.29 2.66
C3 6.36 0.82 3.79
C4 6.67 1.99 4.73
N1 7.63 0.37 3.20
H1 5.48 1.35 0.08
H2 3.81 1.14 0.57
H3 4.75 -0.25 -0.14
H4 5.95 2.14 2.19
H5 4.51 1.60 3.13
H6 5.94 0.01 4.40
H7 5.74 2.33 5.21
H8 7.11 2.87 4.28
H9 7.29 1.61 5.55
H10 8.07 -0.30 3.83
H11 7.50 -0.16 2.35
C5 1.97 3.40 -0.37
O2 3.15 3.55 0.39
C6 4.08 4.50 -0.05
C7 5.38 4.30 0.69
C8 5.25 4.65 2.16
N2 6.39 5.20 0.09
H12 1.44 4.34 -0.49
H13 1.31 2.75 0.20
H14 2.18 3.01 -1.37
H15 4.27 4.36 -1.14
H16 3.67 5.52 0.00
H17 5.71 3.26 0.54
H18 6.24 4.69 2.62
H19 4.58 3.95 2.66
H20 4.90 5.68 2.30
H21 7.28 4.99 0.53
H22 6.49 4.96 -0.89
C9 -6.36 -6.26 -0.88
O3 -5.33 -5.74 -0.08
C10 -4.92 -4.43 -0.43
C11 -3.50 -4.19 0.07
C12 -3.44 -4.36 1.58
N3 -3.06 -2.86 -0.33
H23 -6.06 -6.38 -1.93
H24 -7.25 -5.64 -0.79
H25 -6.58 -7.27 -0.54
H26 -5.01 -4.32 -1.52
H27 -5.59 -3.66 0.00
H28 -2.88 -4.96 -0.39
H29 -4.12 -3.70 2.13
H30 -2.45 -4.08 1.96
H31 -3.64 -5.39 1.86
H32 -3.61 -2.10 0.05
H33 -3.09 -2.78 -1.35
C13 -3.10 -4.16 -3.92
O4 -2.89 -2.86 -3.42
C14 -2.75 -1.87 -4.44
C15 -1.49 -1.97 -5.28
C16 -0.25 -1.87 -4.38
N4 -1.46 -0.87 -6.25
H34 -3.13 -4.84 -3.07
H35 -2.26 -4.50 -4.53
H36 -4.01 -4.26 -4.51
H37 -3.66 -1.90 -5.07
H38 -2.78 -0.92 -3.91
H39 -1.44 -2.91 -5.83
H40 -0.05 -0.81 -4.21
H41 0.60 -2.23 -4.94
H42 -0.36 -2.39 -3.43
H43 -2.35 -0.86 -6.75
H44 -1.52 0.03 -5.78
C17 0.19 1.90 3.22
O5 0.44 0.58 2.81
C18 1.63 0.08 3.38
C19 2.06 -1.23 2.80
C20 1.12 -2.41 3.07
N5 3.39 -1.55 3.32
H45 0.83 2.62 2.69
H46 0.32 2.04 4.29
H47 -0.82 2.22 2.98
H48 2.40 0.86 3.29
H49 1.58 0.04 4.48
H50 2.06 -1.07 1.71
H51 0.16 -2.27 2.57
H52 0.94 -2.51 4.14
H53 1.58 -3.31 2.65
H54 4.02 -0.83 2.92
H55 3.73 -2.37 2.82
C21 -4.90 0.32 0.01
O6 -4.62 -0.47 1.13
C22 -3.57 0.06 1.90
C23 -3.31 -0.80 3.13
C24 -4.55 -1.10 3.96
N6 -2.30 -0.14 3.96
H56 -4.12 0.22 -0.76
H57 -4.94 1.39 0.25
H58 -5.87 0.08 -0.41
H59 -2.65 0.11 1.30
H60 -3.71 1.11 2.20
H61 -2.94 -1.76 2.73
H62 -4.80 -0.22 4.55
H63 -4.29 -1.88 4.69
H64 -5.38 -1.43 3.34
H65 -1.40 -0.16 3.48
H66 -2.13 -0.75 4.76
C25 -3.26 2.70 -5.56
O7 -2.67 1.66 -4.80
C26 -2.42 1.91 -3.43
C27 -1.25 2.86 -3.18
C28 0.05 2.38 -3.81
N7 -1.07 3.12 -1.76
H67 -3.67 2.27 -6.47
H68 -2.45 3.36 -5.89
H69 -4.00 3.26 -4.98
H70 -3.33 2.27 -2.94
H71 -2.19 0.94 -3.00
H72 -1.49 3.80 -3.70
H73 -0.02 2.16 -4.87
H74 0.45 1.50 -3.28
H75 0.84 3.12 -3.71
H76 -0.69 2.32 -1.25
H77 -1.99 3.21 -1.35
C29 0.96 -0.71 -1.08
C30 -0.41 -0.48 -0.44
O8 -0.45 0.83 0.13
H78 1.75 -0.82 -0.34
H79 1.20 0.14 -1.72
H80 0.97 -1.60 -1.72
H81 -0.58 -1.28 0.28
H82 -1.24 -0.52 -1.15
H83 0.09 0.81 0.93


entry ii is favored, and the nearest alternative lies 100.7 kJ/mol above it.